This record from the OMol25 dataset describes C36H47F3GeN7O4RuS as an isolated structure at a distorted geometry. The level of theory is ωB97M-V with the def2-TZVPD basis set.

Structure (XYZ):
```
100
Properties=species:S:1:pos:R:3:forces:R:3:mulliken_charge:R:1
Ru 0.234162 -0.197404 0.205291 -0.8 0.6 1.2 0.651
C 1.304790 1.457251 4.615587 0.1 -0.2 -0.2 -1.143
C 0.754672 1.396347 3.214327 0.1 0.4 0.9 0.345
O 1.072377 0.496417 2.440530 -0.2 -0.6 -1.0 -0.506
N -0.100941 2.385695 2.904761 -0.4 0.3 -0.2 0.037
C -0.734979 2.544135 1.603965 0.3 -0.4 -0.2 -0.690
C 0.291952 2.974479 0.581137 -0.4 0.4 0.1 0.827
C 0.495523 4.298187 0.216137 0.1 -0.3 0.1 -0.999
C 1.545981 4.603940 -0.637914 0.0 -0.2 0.0 -0.580
C 2.370208 3.581383 -1.081636 0.0 -0.1 0.3 -0.690
C 2.084674 2.282302 -0.685483 0.5 0.2 -0.4 -0.856
N 1.058966 1.993852 0.102979 -0.5 -1.5 -1.0 0.884
H 1.752845 0.500501 4.868657 0.0 0.0 0.0 0.119
H 0.522854 1.698727 5.330593 -0.1 0.0 0.1 0.461
H 2.068052 2.231664 4.673497 0.1 0.0 0.0 0.380
H -0.258609 3.115817 3.585874 0.0 -0.2 0.0 0.285
H -1.536860 3.276206 1.691068 0.0 -0.2 0.0 0.702
H -1.154232 1.564668 1.291847 -0.2 0.5 0.2 -0.280
H -0.151114 5.076203 0.589601 -0.1 0.0 0.1 0.554
H 1.722165 5.624724 -0.941732 0.0 0.1 0.0 0.482
H 3.226787 3.786016 -1.705618 0.0 0.0 -0.1 0.532
H 2.688075 1.440541 -1.006649 0.0 0.1 -0.1 0.515
C 2.750376 -0.870002 8.034625 0.0 0.4 0.0 -1.431
C 2.238975 -2.041215 7.275872 -0.2 -0.5 -0.3 0.779
C 1.421201 -3.001006 7.880980 0.4 0.5 -0.2 -0.831
C 0.973600 -4.094453 7.177945 0.0 -0.2 -0.8 -0.743
C 1.317511 -4.262722 5.827191 0.5 1.3 0.7 0.357
N 0.876543 -5.401362 5.179776 -0.6 -1.2 -0.6 -0.051
C 0.988585 -5.747380 3.842382 0.0 0.1 1.1 0.221
O 1.157275 -6.880304 3.484484 0.0 -0.4 -0.4 -0.607
N 0.897170 -4.698362 2.933310 0.3 0.2 -0.7 0.064
C 0.044959 -3.608125 2.957030 -0.3 0.3 0.1 -0.754
C -1.062851 -3.497353 3.800826 0.1 0.1 -0.2 -0.252
C -1.915428 -2.419879 3.643865 0.2 0.2 -0.3 -1.382
C -1.669024 -1.492861 2.641659 -0.6 0.3 0.2 -0.554
N -0.585297 -1.568981 1.880181 0.8 0.1 -1.7 0.338
C 0.270734 -2.563979 2.051507 0.6 -0.5 0.5 0.117
C 2.133807 -3.301999 5.211758 -0.3 -0.6 0.1 -0.322
C 2.580573 -2.218232 5.930437 -0.2 0.2 0.7 -0.695
H 2.682077 -1.030670 9.106861 0.1 0.0 0.1 0.423
H 2.166981 0.019759 7.789193 0.0 0.1 0.1 0.229
H 3.784947 -0.662499 7.766745 0.1 0.0 0.1 0.367
H 1.147863 -2.885719 8.918268 0.0 0.0 0.1 0.391
H 0.357768 -4.834969 7.665499 -0.1 -0.1 0.1 0.418
H 0.694617 -6.200625 5.778797 0.2 0.1 -0.3 0.256
H 1.284782 -4.928023 2.025395 0.0 -0.1 0.2 0.292
H -1.275965 -4.251664 4.541627 0.1 -0.1 0.1 0.662
H -2.781700 -2.311927 4.275562 -0.1 0.0 0.0 0.470
H -2.350046 -0.676985 2.439952 0.0 0.0 0.0 0.486
H 1.171121 -2.553285 1.442799 -0.2 -0.1 0.2 0.959
H 2.466308 -3.435644 4.195896 0.0 0.0 -0.1 0.610
H 3.239819 -1.507261 5.454330 0.1 0.1 -0.1 0.505
C -1.119993 -4.815265 -4.317894 0.0 -0.1 -0.1 -1.056
C -0.704143 -4.400384 -2.951722 -0.2 -0.5 0.6 0.865
C -1.013103 -5.161104 -1.816332 0.2 0.4 -0.2 -1.374
C -0.546727 -4.687202 -0.603561 -0.3 -0.3 -0.2 -0.134
N 0.154851 -3.569919 -0.498996 0.5 0.5 0.1 0.048
C 0.391095 -2.890978 -1.618285 -1.0 -1.4 -0.1 0.129
S 1.345585 -1.439010 -1.508828 -0.5 1.5 1.6 -0.202
N -0.016759 -3.272908 -2.818749 0.4 0.7 -0.4 -0.021
H -1.689216 -5.739967 -4.279845 0.0 0.0 -0.1 0.407
H -0.236215 -4.967005 -4.938391 0.0 0.0 0.0 0.270
H -1.726678 -4.041794 -4.788851 0.0 0.0 0.0 0.218
H -1.586658 -6.070153 -1.885271 0.0 -0.1 0.0 0.444
H -0.737274 -5.222788 0.318357 -0.1 -0.1 0.1 0.430
F -2.832960 1.202609 -3.992991 0.1 -0.1 0.3 -0.201
C -3.079588 0.972048 -2.694077 -0.6 0.0 -0.4 0.646
F -3.627910 2.076001 -2.189950 0.1 0.0 0.2 -0.251
F -3.962926 -0.015470 -2.628901 0.2 -0.1 0.2 -0.234
C -1.784983 0.641943 -1.899118 0.0 0.5 -1.0 0.548
O -0.664683 0.930645 -2.396952 0.4 0.1 -1.0 -0.113
O -1.947602 0.176194 -0.775497 1.6 -0.8 1.5 -0.584
C 2.212296 -2.297215 -7.038000 0.0 0.1 0.2 -1.688
C 1.423856 -1.863448 -5.811808 -0.1 0.0 -0.3 1.049
C -0.009634 -1.463070 -6.144941 0.3 0.1 0.2 -1.076
C -0.725056 -0.874841 -4.932117 0.2 0.8 0.2 0.401
Ge -0.026742 0.945062 -4.382402 0.3 -0.7 0.6 0.705
C 1.883881 1.442396 -4.034205 -0.8 -0.4 -0.2 -0.423
C 2.587509 1.934033 -5.301382 0.0 0.2 0.1 -0.614
C 4.017605 2.401698 -5.011273 0.0 -0.2 -0.2 -0.525
C 4.974765 1.248887 -4.728041 -0.1 0.3 0.0 -1.106
H 3.221515 -2.583356 -6.755773 0.1 -0.1 -0.1 0.416
H 2.276734 -1.485210 -7.757032 0.0 0.1 -0.1 0.361
H 1.736287 -3.139060 -7.532965 0.0 -0.1 -0.1 0.397
H 1.924389 -1.009670 -5.345447 0.1 0.0 0.1 -0.359
H 1.404980 -2.669654 -5.075073 0.0 0.1 0.1 -0.072
H -0.562734 -2.341593 -6.487393 0.0 0.0 -0.1 0.478
H -0.011692 -0.743381 -6.968076 0.0 -0.1 -0.1 0.381
H -0.588481 -1.540278 -4.073818 0.0 0.2 -0.1 -0.584
H -1.792822 -0.768844 -5.129650 0.0 0.2 0.1 0.523
H -0.749908 2.192870 -4.884183 0.0 0.0 -0.1 -0.004
H 2.420461 0.609463 -3.582368 -0.1 -0.1 0.0 0.308
H 1.848586 2.257073 -3.307832 -0.1 0.0 0.0 0.119
H 2.021204 2.769114 -5.724024 0.0 -0.1 -0.1 0.470
H 2.622547 1.145106 -6.056453 0.0 0.0 -0.1 0.223
H 4.005471 3.091852 -4.164175 0.0 0.1 0.0 0.155
H 4.380410 2.954738 -5.880612 0.0 0.1 0.1 0.373
H 4.724167 0.732502 -3.802874 0.0 -0.1 0.1 0.224
H 5.991842 1.622867 -4.641787 0.1 -0.1 0.1 0.408
H 4.944749 0.533374 -5.546721 0.1 -0.1 0.0 0.273
```
Forces are in eV/Å.

LUMO energy (alpha / beta) ... -0.3023 / -0.2735 Eh
Relative energy (zero: lowest compared OMol25 entry of this formula, charge and spin) ... 15.8 kcal/mol
Spin multiplicity ... 2
Net charge ... +2
Gap between HOMO and LUMO (alpha / beta) ... 0.14036 / 0.16920 hartree
HOMO energy (alpha / beta) ... -0.443 / -0.443 hartree